(1)
{
  "formula": "C29H56N5O8PS",
  "method": "ωB97M-V/def2-TZVPD",
  "species": ["H", "H", "H", "C", "H", "H", "H", "H", "C", "C", "H", "H", "H", "H", "N", "H", "H", "H", "H", "O", "O", "C", "C", "H", "C", "H", "H", "C", "H", "H", "H", "C", "H", "C", "H", "H", "H", "H", "H", "H", "C", "O", "H", "S", "H", "H", "C", "H", "C", "H", "C", "N", "O", "C", "C", "H", "C", "H", "C", "C", "H", "C", "H", "O", "H", "C", "H", "C", "H", "H", "O", "H", "N", "C", "C", "C", "H", "N", "C", "C", "H", "H", "C", "H", "O", "H", "H", "N", "H", "H", "C", "H", "H", "C", "O", "H", "H", "H", "H", "P"],
  "xyz": [[-0.97, -4.20, 2.63], [-0.88, 1.45, 3.37], [-5.05, -1.53, -3.45], [-4.43, -0.79, -2.74], [5.83, 6.82, -3.99], [5.16, 7.96, -5.16], [-5.21, -0.24, -2.06], [-1.78, 2.93, 3.77], [-2.03, -4.78, 6.27], [2.72, 3.22, -3.55], [-2.07, -8.82, 6.82], [-0.57, -10.50, 7.82], [6.91, 9.02, -3.69], [-2.32, -8.86, 8.58], [-0.70, -4.25, -1.02], [0.08, 1.06, -4.12], [3.69, 3.51, -2.92], [-4.13, 1.20, 1.34], [-2.54, 3.10, 1.38], [-1.44, 1.17, -6.56], [3.16, 6.58, -4.27], [0.37, -9.24, 9.29], [-3.23, -0.13, -5.14], [-1.60, -3.87, 8.16], [-2.80, 1.22, -5.97], [0.37, -9.18, 7.12], [-4.03, 1.88, 2.97], [6.06, 7.43, -4.86], [1.17, 4.12, -2.13], [-4.18, -0.63, -5.63], [2.33, 2.22, -3.09], [2.02, 3.44, -6.22], [-0.26, -2.79, 5.61], [-0.32, -9.44, 7.94], [8.08, 7.83, -4.25], [-2.35, -0.91, -5.10], [-2.15, -3.01, 3.18], [-3.13, -3.64, -2.00], [2.59, 3.67, -7.24], [-3.90, -4.06, 1.72], [-1.86, -3.63, 2.33], [-1.14, 3.79, -6.11], [3.54, 2.01, -5.30], [2.37, 6.12, -3.02], [1.39, 4.42, -6.00], [0.65, -5.05, 6.21], [-1.60, -8.62, 7.79], [-0.42, 2.98, 2.63], [7.99, 8.47, -6.91], [-2.34, -2.78, 6.98], [1.60, 4.38, -3.22], [8.36, 7.77, -7.90], [1.18, 2.25, -6.49], [-3.64, 0.36, -3.61], [-1.07, -3.56, -0.04], [-0.30, -9.52, 10.11], [3.20, 3.14, -5.11], [0.38, 6.78, -2.13], [-3.05, -0.02, 2.74], [-0.22, -3.10, 6.66], [-3.19, -2.69, -3.65], [-2.99, -4.60, 2.01], [-4.32, 1.31, -3.74], [1.17, 7.26, -2.53], [-2.72, -5.29, 1.20], [7.54, 9.31, -5.73], [-1.69, 1.60, 1.00], [-1.61, -3.58, 7.11], [-2.38, -2.12, 0.86], [0.05, -2.22, 7.25], [-3.50, -1.51, -1.84], [-2.65, 0.66, -3.08], [-2.71, -1.15, 3.18], [-3.47, 1.34, 2.20], [7.20, 8.40, -4.55], [-1.28, 2.39, 2.96], [-1.65, -2.47, -2.55], [-2.38, -5.77, 5.57], [-1.52, -2.72, 1.15], [-2.23, 2.14, 1.80], [0.67, 4.38, -3.94], [0.92, -4.50, 7.88], [0.76, -7.78, 9.45], [1.83, -3.77, 6.53], [-0.35, 1.98, -4.11], [1.26, -9.86, 9.35], [-1.39, -7.54, 7.83], [1.08, -6.57, 9.58], [6.33, 6.74, -5.67], [-3.22, -5.21, 2.89], [0.85, -4.17, 6.83], [-3.55, 1.29, -6.89], [-0.71, -2.03, 1.43], [-2.82, -2.62, -2.53], [3.35, 5.97, -1.80], [4.19, 3.78, -5.30], [-2.99, 2.14, -5.27], [8.35, 10.00, -5.45], [6.67, 9.91, -6.02], [-0.42, 2.41, -5.81]],
  "multiplicity": 1,
  "gap_ha": 0.346,
  "lumo_energy_ha": -0.016,
  "smiles": "COCCCCO[P@@](=O)(O)OCCCCS(=O)(=O)O.CCCC#N.CCCC#N.CCCC#N.CCCC#N.CCCC#N"
}



(2)
{
  "formula": "C16H13N2O9PtS2",
  "method": "ωB97M-V/def2-TZVPD",
  "species": ["O", "C", "H", "H", "O", "N", "H", "C", "C", "Pt", "N", "O", "C", "C", "C", "S", "H", "C", "O", "H", "C", "C", "H", "H", "H", "C", "H", "O", "H", "S", "H", "C", "C", "O", "C", "H", "O", "O", "C", "H", "C", "O", "C"],
  "xyz": [[-2.34, -1.48, 2.03], [-2.21, -2.32, -0.52], [3.48, -0.45, -4.59], [-0.24, 6.18, 0.35], [-2.22, 1.25, 1.83], [1.79, -3.68, -0.03], [-4.32, -1.11, 1.47], [-2.40, -2.68, 1.42], [-3.32, 0.73, 1.90], [-0.48, -0.06, 0.77], [0.02, 2.85, 0.37], [-2.20, -3.37, -1.02], [3.41, -2.07, -3.19], [1.76, -1.82, -1.45], [-3.55, -0.75, 2.16], [1.25, 1.07, 1.98], [-0.93, 4.13, -0.92], [3.00, -0.84, -3.70], [0.27, -2.08, 0.43], [1.84, 3.61, 3.07], [2.77, -2.54, -2.07], [1.35, -0.60, -1.96], [-3.35, -3.20, 1.42], [0.55, -0.04, -1.49], [-4.33, 2.34, 1.65], [1.22, -2.55, -0.25], [-1.49, -3.26, 1.57], [-0.37, 1.85, -0.37], [1.21, 5.90, 2.36], [2.99, -4.07, -1.11], [1.69, 0.84, -3.51], [1.99, -0.11, -3.09], [0.87, 5.05, 1.81], [4.26, -4.04, -0.47], [0.80, 2.66, 1.47], [4.21, -2.63, -3.66], [2.62, -5.20, -1.89], [-4.44, 1.38, 1.80], [0.06, 5.20, 0.68], [-3.92, -0.85, 3.19], [1.23, 3.78, 2.19], [-2.21, -1.13, -0.58], [-0.34, 4.09, -0.02]],
  "s2": 6.042,
  "charge": 1,
  "multiplicity": 5,
  "gap_ha": [0.271, 0.153],
  "lumo_energy_ha": [-0.148, -0.265],
  "de_lowest_kcal_mol": 26.52
}



(3)
{
  "formula": "H25O13",
  "method": "ωB97M-V/def2-TZVPD",
  "species": ["H", "O", "H", "H", "H", "H", "H", "O", "O", "H", "H", "H", "H", "H", "H", "H", "O", "H", "O", "H", "O", "H", "H", "H", "O", "O", "H", "H", "O", "O", "O", "H", "O", "H", "O", "H", "H", "H"],
  "xyz": [[0.78, 0.43, -3.17], [-0.46, -3.66, 1.70], [3.34, -0.93, -0.63], [-0.55, -3.54, 2.69], [-0.87, 1.91, 1.19], [-3.22, 2.39, 0.00], [-2.97, 0.27, 2.06], [0.16, 1.58, 0.95], [1.22, -0.94, 0.25], [4.33, 0.18, -0.18], [1.04, 2.28, -3.08], [-2.27, -1.88, -0.12], [-0.40, -2.68, 1.82], [3.18, 2.66, -1.45], [0.69, 2.23, 1.43], [0.63, -0.37, -0.27], [0.58, 1.99, -2.30], [-0.69, 0.11, 2.89], [2.43, -3.11, -0.05], [1.61, -2.65, 0.18], [-2.23, 2.05, 1.42], [0.63, -1.03, -3.64], [-2.15, 1.96, 2.38], [1.04, 2.11, -1.43], [2.66, 2.24, -0.75], [-0.91, -0.36, 2.07], [2.88, 1.30, -1.05], [1.33, -0.17, 0.86], [-1.35, -2.17, -0.25], [3.78, -0.11, -0.91], [-3.93, 0.24, 1.92], [2.10, -3.73, -0.70], [1.27, -0.42, -3.25], [-1.05, 0.41, 1.31], [-3.31, 2.57, -0.96], [-1.58, -3.11, -0.30], [-3.87, 1.21, 1.57], [-3.11, 1.72, -1.37]],
  "charge": -1,
  "multiplicity": 1,
  "gap_ha": 0.329,
  "lumo_energy_ha": 0.104,
  "de_lowest_kcal_mol": 92.88
}



(4)
{
  "formula": "C29H22AlCl3N3O5",
  "method": "ωB97M-V/def2-TZVPD",
  "species": ["H", "H", "C", "C", "H", "N", "C", "C", "N", "C", "C", "C", "O", "C", "Cl", "H", "H", "C", "C", "C", "C", "C", "H", "H", "C", "C", "H", "C", "H", "H", "H", "C", "C", "C", "H", "C", "H", "O", "H", "H", "C", "Al", "H", "C", "C", "H", "N", "O", "H", "C", "H", "H", "O", "H", "O", "Cl", "C", "C", "Cl", "C", "H", "C", "C"],
  "xyz": [[3.48, -2.11, 3.41], [-4.43, 2.81, 0.31], [4.96, -2.11, -0.61], [2.08, 0.90, -1.77], [-3.24, -3.35, 3.11], [-2.82, 1.01, 1.05], [4.44, 0.09, -1.39], [-1.36, -4.32, 3.42], [-2.08, -0.15, 1.21], [-1.41, 4.32, 0.39], [0.31, 2.75, -2.91], [0.58, -3.11, 2.65], [1.95, -3.09, 2.52], [-1.83, -1.62, -2.06], [-2.74, -3.75, -0.61], [-3.42, 6.93, -0.37], [-5.13, 5.14, -0.24], [3.61, -2.40, -0.64], [-1.63, -2.19, 2.31], [2.67, -1.45, -1.05], [-3.71, 3.61, 0.25], [5.38, -0.85, -1.02], [3.61, 2.16, -2.67], [-3.52, -1.04, 2.37], [2.62, -1.86, 2.78], [2.54, 2.01, -2.51], [4.81, 1.07, -1.67], [-1.93, 1.92, 0.76], [0.70, -4.97, 3.63], [-1.04, 6.40, 0.02], [5.67, -2.87, -0.31], [0.72, 0.82, -1.45], [-0.23, -2.09, 2.10], [0.02, -4.21, 3.26], [0.89, -1.54, -2.04], [-3.13, 5.92, -0.13], [1.98, -1.15, 3.30], [0.34, -1.12, 1.41], [-0.37, 4.05, 0.54], [2.96, -1.40, 1.86], [-4.08, 4.91, -0.05], [-0.27, -0.09, 0.09], [3.25, -3.39, -0.37], [-3.11, -2.48, -1.79], [-2.37, 3.31, 0.48], [-1.21, 1.66, -1.93], [1.32, -1.83, -1.17], [-0.66, 1.68, 0.70], [-0.40, 3.43, -3.38], [-2.17, -3.30, 2.97], [-1.78, -5.19, 3.91], [2.08, 3.76, -3.63], [-1.48, -1.41, -3.20], [1.16, -2.81, -0.99], [-1.30, -1.24, -0.98], [-4.34, -1.38, -1.12], [-2.51, -1.09, 1.94], [3.07, -0.15, -1.37], [-3.73, -3.22, -3.27], [-0.14, 1.74, -2.08], [6.44, -0.61, -1.05], [-1.79, 5.62, 0.09], [1.68, 2.93, -3.06]],
  "charge": -1,
  "multiplicity": 1,
  "gap_ha": 0.284,
  "lumo_energy_ha": 0.101,
  "de_lowest_kcal_mol": 34.17
}